#1
This record from the OMol25 dataset describes a structure of composition C55H51BaN6O6P4Se. The level of theory is ωB97M-V with the def2-TZVPD basis set.

Values from the calculation:
HOMO-LUMO gap (Eh): 0.21133
Lowest unoccupied orbital energy (eV): 1.9
Net charge: -1
HOMO energy (eV): -3.9

CARTESIAN COORDINATES (ANGSTROEM)
Ba -0.57 0.70 -0.50
C 3.89 2.10 2.15
N 3.98 1.43 0.86
C 4.36 2.05 -0.30
C 4.28 1.10 -1.26
N 3.85 -0.09 -0.73
C 3.64 0.15 0.55
P 3.24 -1.18 1.80
C 2.70 -2.38 0.55
N 1.92 -2.13 -0.47
C 1.77 -3.33 -1.11
C 2.46 -4.31 -0.46
N 3.06 -3.69 0.61
C 3.87 -4.35 1.62
C 1.57 -0.98 2.57
N 0.55 -1.66 2.11
C -0.50 -1.38 2.95
C -0.09 -0.53 3.93
N 1.25 -0.31 3.71
C 2.07 0.51 4.58
H 4.48 3.02 2.09
H 2.86 2.34 2.40
H 4.33 1.46 2.91
H 4.60 3.10 -0.32
H 4.51 1.20 -2.31
H 1.16 -3.43 -2.00
H 2.58 -5.37 -0.64
H 4.04 -5.37 1.30
H 4.83 -3.84 1.73
H 3.37 -4.35 2.58
H -1.48 -1.79 2.78
H -0.60 -0.06 4.75
H 1.79 0.30 5.62
H 3.11 0.22 4.46
H 1.91 1.56 4.36
C -3.42 0.52 -4.85
C -3.89 -0.82 -4.20
C -4.09 -0.79 -2.70
C -4.00 0.32 -1.98
C -3.81 1.63 -2.68
C -3.54 1.74 -3.98
P -3.95 0.35 -0.12
C -5.74 0.53 0.31
C -6.12 0.33 1.64
C -7.43 0.51 2.05
C -8.40 0.92 1.15
C -8.04 1.15 -0.17
C -6.72 0.95 -0.58
C -3.53 -1.42 0.22
C -4.50 -2.38 0.55
C -4.10 -3.70 0.70
C -2.76 -4.03 0.50
C -1.84 -3.04 0.17
C -2.15 -1.66 0.03
H -3.92 0.71 -5.80
H -4.77 -1.26 -4.69
H -4.24 -1.75 -2.20
H -3.88 2.53 -2.08
H -3.43 2.72 -4.42
H -5.37 0.03 2.37
H -7.69 0.34 3.09
H -9.43 1.05 1.46
H -8.78 1.48 -0.89
H -6.46 1.12 -1.62
H -5.54 -2.12 0.67
H -4.83 -4.47 0.96
H -2.43 -5.06 0.62
H -0.81 -3.36 0.05
O -1.10 0.14 -2.68
P -0.65 0.34 -4.11
C -0.16 2.08 -4.48
P 0.30 3.02 -2.98
O 0.77 2.07 -1.89
C 1.58 4.19 -3.41
C 1.95 4.52 -4.71
C 2.92 5.49 -4.94
C 3.51 6.14 -3.86
C 3.14 5.81 -2.56
C 2.18 4.84 -2.32
C -1.12 4.08 -2.61
C -1.72 4.18 -1.35
C -2.74 5.10 -1.16
C -3.16 5.92 -2.19
C -2.56 5.83 -3.44
C -1.54 4.92 -3.65
C 0.85 -0.59 -4.43
C 1.74 -0.71 -3.35
C 2.97 -1.34 -3.53
C 3.31 -1.86 -4.77
C 2.42 -1.76 -5.84
C 1.20 -1.12 -5.67
C -2.00 -0.14 -5.21
C -1.71 -0.06 -6.69
C -1.98 -1.06 -7.52
C -2.52 -2.35 -7.03
C -2.77 -2.56 -5.75
C -2.58 -1.53 -4.68
H -0.96 2.59 -5.02
H 0.73 2.00 -5.11
H 1.49 4.02 -5.56
H 3.21 5.74 -5.95
H 4.25 6.90 -4.03
H 3.59 6.31 -1.72
H 1.89 4.56 -1.30
H -1.44 3.57 -0.49
H -3.19 5.17 -0.17
H -3.96 6.64 -2.02
H -2.88 6.47 -4.25
H -1.06 4.88 -4.62
H 1.52 -0.35 -2.35
H 3.63 -1.40 -2.67
H 4.26 -2.36 -4.90
H 2.69 -2.17 -6.80
H 0.53 -1.05 -6.52
H -1.32 0.88 -7.08
H -1.78 -0.94 -8.58
H -2.71 -3.13 -7.76
H -3.18 -3.52 -5.44
H -2.02 -1.94 -3.84
O 0.92 3.92 0.56
Se 0.38 2.65 1.49
O 1.13 1.23 1.01
O -1.24 2.40 1.15
O 0.64 2.88 3.10

Atom charges from the Löwdin analysis, given in e for atoms 1 to 4: number 1, Ba, carries 1.92; number 2, C, carries -0.02; number 3, N, carries -0.12; number 4, C, carries -0.08

***

#2
This record from the OMol25 dataset describes a structure of composition C55H51BaN6O6P4Se. The level of theory is ωB97M-V with the def2-TZVPD basis set.

Values from the calculation:
HOMO-LUMO gap (Eh): 0.21436
Lowest unoccupied orbital energy (eV): 2.0
Net charge: -1
HOMO energy (eV): -3.8

CARTESIAN COORDINATES (ANGSTROEM)
Ba 0.62 2.01 -0.43
C -1.63 4.68 4.15
N -1.84 3.70 3.13
C -2.60 3.86 2.02
C -2.38 2.76 1.24
N -1.50 1.93 1.84
C -1.16 2.52 2.97
P -0.16 1.86 4.31
C -0.40 0.07 4.06
N -1.01 -0.55 3.09
C -1.06 -1.86 3.43
C -0.47 -2.04 4.65
N -0.05 -0.81 5.05
C 0.59 -0.53 6.30
C 1.52 2.06 3.61
N 1.81 2.02 2.33
C 3.11 2.38 2.21
C 3.62 2.64 3.45
N 2.60 2.44 4.34
C 2.74 2.51 5.77
H -2.40 5.45 4.07
H -1.67 4.22 5.14
H -0.65 5.15 4.00
H -3.19 4.73 1.86
H -2.78 2.54 0.28
H -1.52 -2.58 2.78
H -0.32 -2.91 5.26
H 0.05 -1.02 7.11
H 1.62 -0.88 6.30
H 0.57 0.55 6.47
H 3.56 2.47 1.25
H 4.60 2.94 3.78
H 3.29 3.41 6.05
H 1.76 2.55 6.23
H 3.29 1.64 6.15
C 1.31 -4.63 -0.80
C 2.55 -4.14 -1.19
C 3.01 -2.93 -0.70
C 2.23 -2.20 0.19
C 0.98 -2.69 0.56
C 0.52 -3.89 0.06
P 2.75 -0.58 0.91
C 4.04 -1.24 2.04
C 3.98 -2.52 2.58
C 4.94 -2.95 3.48
C 5.96 -2.12 3.88
C 6.02 -0.83 3.37
C 5.07 -0.39 2.47
C 3.74 0.08 -0.46
C 5.07 -0.32 -0.66
C 5.80 0.22 -1.70
C 5.18 1.13 -2.55
C 3.86 1.48 -2.36
C 3.08 0.99 -1.30
H 0.97 -5.58 -1.18
H 3.16 -4.71 -1.87
H 3.97 -2.55 -1.03
H 0.37 -2.11 1.24
H -0.47 -4.25 0.33
H 3.19 -3.18 2.28
H 4.88 -3.96 3.87
H 6.72 -2.46 4.58
H 6.82 -0.17 3.67
H 5.12 0.61 2.07
H 5.54 -1.03 0.00
H 6.84 -0.05 -1.84
H 5.76 1.57 -3.36
H 3.42 2.19 -3.06
O -2.03 1.29 -1.44
P -2.65 0.92 -2.71
C -1.60 -0.30 -3.61
P -0.76 -1.27 -2.27
O 0.23 -0.49 -1.53
C 0.03 -2.62 -3.22
C 1.18 -2.22 -3.90
C 1.88 -3.12 -4.67
C 1.45 -4.44 -4.76
C 0.32 -4.84 -4.07
C -0.38 -3.94 -3.29
C -2.19 -1.90 -1.34
C -2.33 -1.51 -0.02
C -3.48 -1.87 0.67
C -4.45 -2.65 0.06
C -4.30 -3.05 -1.26
C -3.18 -2.66 -1.97
C -2.88 2.28 -3.90
C -3.46 2.09 -5.15
C -3.61 3.15 -6.01
C -3.18 4.41 -5.64
C -2.60 4.61 -4.39
C -2.45 3.55 -3.52
C -4.31 0.22 -2.43
C -4.82 0.46 -1.15
C -6.09 0.03 -0.81
C -6.87 -0.62 -1.75
C -6.37 -0.85 -3.02
C -5.10 -0.44 -3.36
H -0.82 0.25 -4.14
H -2.14 -0.93 -4.31
H 1.52 -1.20 -3.78
H 2.77 -2.81 -5.20
H 2.01 -5.14 -5.36
H -0.01 -5.87 -4.14
H -1.23 -4.27 -2.71
H -1.57 -0.90 0.45
H -3.62 -1.54 1.69
H -5.34 -2.93 0.61
H -5.06 -3.65 -1.73
H -3.07 -2.93 -3.01
H -3.80 1.10 -5.44
H -4.06 3.00 -6.99
H -3.29 5.24 -6.32
H -2.26 5.59 -4.10
H -1.99 3.70 -2.55
H -4.19 0.97 -0.44
H -6.47 0.21 0.18
H -7.86 -0.96 -1.49
H -6.98 -1.36 -3.75
H -4.72 -0.63 -4.35
O -0.28 5.21 1.39
Se 0.25 4.86 -0.08
O 0.45 6.19 -0.94
O -0.80 3.86 -0.86
O 1.63 3.98 0.04

Atom charges from the Löwdin analysis, given in e for atoms 1 to 4: number 1, Ba, carries 1.86; number 2, C, carries -0.06; number 3, N, carries -0.15; number 4, C, carries -0.08

***

Most stable of them? #2.

***

#1
This record from the OMol25 dataset describes a cluster of 2 separate species, C3H10NO2 in total. The level of theory is ωB97M-V with the def2-TZVPD basis set.

Values from the calculation:
HOMO-LUMO gap (spin up / spin down) (Eh): 0.37563 / 0.26803
Expectation value of S²: 0.75
Spin multiplicity: 2
Lowest unoccupied orbital energy (spin up / spin down) (eV): 0.8 / -2.1
HOMO energy (spin up / spin down) (eV): -9.4 / -9.4

CARTESIAN COORDINATES (ANGSTROEM)
C 0.11 -0.54 1.48
N 0.24 -0.33 0.05
C -0.77 0.69 -0.44
C -0.03 2.02 -0.76
O 1.30 2.00 -0.77
H 0.43 0.33 2.06
H -0.94 -0.78 1.67
H 0.76 -1.38 1.71
H 1.11 0.13 -0.20
H -1.09 0.26 -1.39
H -1.54 0.72 0.32
H -0.39 2.19 -1.79
H -0.39 2.91 -0.21
H 1.07 -3.11 -0.66
H 0.03 -2.08 -0.53
O 0.12 -3.03 -0.54

Atom charges from the Löwdin analysis, given in e for atoms 1 to 4: number 1, C, carries -0.12; number 2, N, carries -0.16; number 3, C, carries -0.15; number 4, C, carries -0.31

***

#2
This record from the OMol25 dataset describes a cluster of 2 separate species, C3H10NO2 in total. The level of theory is ωB97M-V with the def2-TZVPD basis set.

Values from the calculation:
HOMO-LUMO gap (spin up / spin down) (Eh): 0.16268 / 0.28229
Expectation value of S²: 0.75
Spin multiplicity: 2
Lowest unoccupied orbital energy (spin up / spin down) (eV): 0.4 / 0.2
HOMO energy (spin up / spin down) (eV): -4.1 / -7.5

CARTESIAN COORDINATES (ANGSTROEM)
O -1.40 -1.82 -0.74
C -1.73 -0.84 0.01
C -0.76 -0.34 1.00
N 0.59 -0.28 0.36
C 1.45 0.79 0.96
H -2.76 -0.50 0.11
H -0.63 -0.86 1.96
H -1.06 0.68 1.29
H 0.52 -0.02 -0.65
H 1.08 -1.17 0.28
H 1.27 1.71 0.43
H 1.25 0.85 2.03
H 2.50 0.51 0.88
H 0.43 1.01 -2.68
H -0.71 0.02 -2.95
O -0.05 0.26 -2.29

Atom charges from the Löwdin analysis, given in e for atoms 1 to 4: number 1, O, carries -0.18; number 2, C, carries -0.43; number 3, C, carries -0.22; number 4, N, carries -0.02

***

Most stable of them? #1.